# C22H20F2N4O5S

An isolated molecule of C22H20F2N4O5S (wB97M-V/def2-TZVPD, the OMol25 dataset).

The frontier orbital gap is 8.76 eV. For the LUMO energy, the calculation gives 0.2 eV.

Geometry as ORCA input:
```
! wB97M-V def2-TZVPD RIJCOSX def2/J DEFGRID3
* xyz 0 1
C 1.281 -0.239 2.022
N 2.310 0.636 1.544
C 2.398 1.105 0.391
S 3.750 2.173 -0.015
C 2.805 2.882 -1.401
C 2.080 4.180 -1.005
C 1.095 3.875 0.120
O -0.052 3.558 -0.093
N 1.663 3.941 1.356
C 1.138 3.470 2.559
C -0.164 3.002 2.715
C -0.594 2.515 3.936
C 0.278 2.499 5.008
F -0.142 2.021 6.195
C 1.576 2.966 4.899
C 1.982 3.443 3.672
F 3.242 3.912 3.534
C 1.767 1.831 -1.773
O 1.123 1.859 -2.793
N 1.613 0.925 -0.760
N 0.592 0.007 -0.701
C 0.377 -0.820 -1.649
C 1.205 -0.987 -2.880
C -0.814 -1.659 -1.452
C -1.929 -1.109 -0.816
C -3.064 -1.870 -0.625
C -3.116 -3.190 -1.047
C -2.002 -3.748 -1.659
O -1.933 -5.044 -2.121
C -2.942 -5.945 -1.723
C -4.233 -5.770 -2.539
O -5.303 -6.142 -2.158
O -4.037 -5.185 -3.719
C -0.859 -2.983 -1.867
H 1.318 -1.207 1.518
H 1.458 -0.379 3.088
H 0.287 0.182 1.866
H 3.476 3.067 -2.241
H 2.808 4.937 -0.711
H 1.514 4.528 -1.871
H 2.644 4.188 1.409
H -0.830 3.018 1.869
H -1.600 2.148 4.059
H 2.251 2.953 5.738
H 0.942 -0.204 -3.594
H 1.038 -1.951 -3.348
H 2.264 -0.872 -2.645
H -1.890 -0.081 -0.497
H -3.929 -1.438 -0.148
H -4.021 -3.759 -0.902
H -3.162 -5.881 -0.653
H -2.548 -6.945 -1.936
H -3.099 -4.948 -3.830
H -0.011 -3.467 -2.326
*
```



# C4H9NO

A cluster of 2 separate species, C4H9NO in total (wB97M-V/def2-TZVPD, the OMol25 dataset).

The frontier orbital gap is 10.80 eV. For the LUMO energy, the calculation gives 1.1 eV.

Geometry as ORCA input:
```
! wB97M-V def2-TZVPD RIJCOSX def2/J DEFGRID3
* xyz 0 1
C 2.481 1.082 -0.266
N 1.603 0.300 0.165
C 1.541 -1.022 -0.447
H 2.565 2.116 0.065
H 3.214 0.828 -1.041
H 1.080 -1.711 0.254
H 2.479 -1.455 -0.812
H 0.849 -0.944 -1.290
C -2.156 0.427 1.043
C -2.375 -0.300 -0.253
O -1.752 -0.086 -1.259
H -2.983 1.126 1.188
H -1.217 0.974 1.022
H -2.150 -0.286 1.874
H -3.179 -1.049 -0.243
*
```



# C39H37F9OP2W

A structure of composition C39H37F9OP2W in a non-equilibrium geometry (wB97M-V/def2-TZVPD, the OMol25 dataset).

The frontier orbital gap (alpha / beta) is 5.98 / 6.15 eV. For the LUMO energy (alpha / beta), the calculation gives -7.5 / -7.9 eV. The expectation value of S² is 2.017.

Geometry as ORCA input:
```
! wB97M-V def2-TZVPD RIJCOSX def2/J DEFGRID3
* xyz 2 3
W -0.045 0.071 -2.868
C -2.067 0.032 -1.709
C -2.521 0.109 -3.059
C -2.812 1.303 -3.895
C -1.609 2.014 -4.529
C -0.398 2.156 -3.658
C -0.393 2.278 -2.221
C -1.595 2.483 -1.351
C -2.231 1.188 -0.798
C 2.072 0.564 -2.727
H -2.114 -0.933 -1.234
H -3.060 -0.784 -3.383
H -3.473 2.029 -3.399
H -3.426 0.938 -4.748
H -1.339 1.488 -5.460
H -1.945 3.012 -4.898
H 0.451 2.602 -4.152
H 0.541 2.675 -1.825
H -2.386 3.074 -1.855
H -1.286 3.092 -0.486
H -1.780 0.982 0.183
H -3.310 1.359 -0.604
H 2.606 0.515 -1.771
H 2.427 1.462 -3.258
H 2.296 -0.371 -3.283
P -0.572 -1.408 -6.910
P 1.065 0.527 -7.248
C -1.483 0.037 -7.471
C -0.580 0.975 -7.902
C -0.559 -2.539 -8.369
C -1.529 -2.413 -9.379
C -1.471 -3.193 -10.532
C -0.469 -4.170 -10.679
C 0.493 -4.324 -9.657
C 0.450 -3.511 -8.527
C -1.566 -2.310 -5.674
C -1.202 -1.942 -4.352
C -1.754 -2.675 -3.295
C -3.008 -3.294 -3.523
C -3.382 -3.647 -4.820
C -2.610 -3.232 -5.914
C 2.054 0.584 -8.893
C 1.812 -0.377 -9.901
C 2.415 -0.279 -11.162
C 3.322 0.755 -11.422
C 3.650 1.668 -10.411
C 3.020 1.570 -9.158
C 1.539 2.132 -6.499
C 2.828 2.272 -5.947
C 3.268 3.550 -5.594
C 2.411 4.655 -5.680
C 1.075 4.458 -6.032
C 0.635 3.203 -6.453
H -2.585 0.131 -7.432
H -0.760 1.854 -8.512
H -2.337 -1.686 -9.260
H -2.220 -3.060 -11.333
H -0.438 -4.801 -11.568
H 1.266 -5.093 -9.767
H 1.212 -3.624 -7.756
H -0.484 -0.994 -4.301
H -1.210 -2.682 -2.337
H -3.654 -3.512 -2.666
H -4.249 -4.297 -4.983
H -2.797 -3.603 -6.933
H 1.129 -1.205 -9.694
H 2.171 -1.015 -11.939
H 3.771 0.846 -12.407
H 4.386 2.460 -10.591
H 3.280 2.288 -8.379
H 3.492 1.412 -5.846
H 4.300 3.693 -5.271
H 2.786 5.674 -5.488
H 0.364 5.279 -6.006
H -0.413 3.084 -6.721
F 1.899 -2.488 -0.741
C 2.042 -1.632 0.293
F 2.412 -2.374 1.397
F 3.090 -0.819 0.007
C 0.706 -0.794 0.413
O 0.248 -0.526 -0.833
C -0.289 -1.664 1.339
F -0.232 -1.312 2.654
F -1.551 -1.447 0.903
F -0.075 -2.994 1.281
C 0.962 0.554 1.199
F 1.863 0.438 2.204
F 1.399 1.525 0.352
F -0.201 1.042 1.728
*
```



- Number 2 is which compound?
  C4H9NO